[1]
Below is a structure of composition F24InNO3P4 at a distorted geometry, with properties calculated with ωB97M-V with the def2-TZVPD basis set.

energy relative to the best compared isomer or geometry (same formula, charge and spin) = 171.6 kcal/mol
net charge = -2
calculated total energy = -115194.2119 eV
E_LUMO = -5.60 eV

```
33
F24InNO3P4 | OMol25 | ωB97M-V with the def2-TZVPD basis set
In -0.42262 0.11937 1.13144
N -3.12126 -4.10942 2.89174
O -3.99530 -3.43608 3.41892
O -2.16518 -3.57384 2.28825
O -3.22716 -5.33153 2.95479
P 1.83075 4.36305 0.61304
F 1.93512 5.06617 -0.87207
F 0.34671 3.86563 0.32592
F 2.26882 2.98065 -0.14301
F 1.77573 3.46166 1.95793
F 3.37370 4.65672 0.93163
F 1.47675 5.70699 1.47963
P -4.66953 1.53282 -1.50981
F -4.72534 0.49583 -2.75364
F -3.07277 1.72715 -1.75485
F -4.90847 2.75242 -2.59413
F -4.76603 2.65749 -0.34014
F -6.25220 1.28093 -1.25954
F -4.24240 0.31785 -0.48142
P 0.51666 -1.84003 -3.31755
F 0.75991 -0.29250 -2.79773
F 1.12644 -2.36070 -1.88603
F -0.94826 -1.73407 -2.67323
F 0.13600 -3.32040 -3.81168
F -0.07899 -1.16764 -4.70140
F 2.04005 -1.92101 -4.00754
P 4.16999 -1.71673 2.47121
F 3.77880 -1.19541 1.00461
F 2.68632 -2.40080 2.21713
F 4.93398 -3.02604 1.74123
F 4.32842 -2.22773 4.02822
F 5.58776 -0.94980 2.37289
F 3.52358 -0.38100 3.07518
```


[2]
Below is a cluster of 2 separate species, F2H2NPS in total at a distorted geometry, with properties calculated with ωB97M-V with the def2-TZVPD basis set.

energy relative to the best compared isomer or geometry (same formula, charge and spin) = 171.3 kcal/mol
net charge = 0
calculated total energy = -27077.5320 eV
E_LUMO (spin up / spin down) = -4.77 / -4.77 eV

```
7
F2H2NPS | OMol25 | ωB97M-V with the def2-TZVPD basis set
N -2.06117 -0.58656 -0.46199
F 1.88783 -0.84559 1.10159
F 1.65003 1.47096 1.61384
P 1.30951 0.41832 0.37404
S 2.49922 1.02296 -1.18745
H -2.36269 -1.17343 -1.34339
H -2.92272 -0.30665 -0.09666
```


[3]
Below is the molecule F2H2P2S5 at a distorted geometry, with properties calculated with ωB97M-V with the def2-TZVPD basis set.

energy relative to the best compared isomer or geometry (same formula, charge and spin) = 2.9 kcal/mol
net charge = 0
calculated total energy = -78224.5006 eV
E_LUMO = -1.43 eV

```
11
F2H2P2S5 | OMol25 | ωB97M-V with the def2-TZVPD basis set
F -1.86237 2.14796 -0.70182
F -0.38932 -2.06533 2.66991
P -0.66614 2.22338 0.38819
P -0.80429 -1.54117 1.16599
S -1.05948 0.56341 1.65916
S -2.30816 -2.51511 0.54674
S 0.76535 1.87759 -1.10459
S 1.16260 -1.65435 0.19217
S -0.56055 4.00889 1.28377
H 1.72615 1.80223 -0.12003
H 1.01917 -2.70657 -0.69918
```


[4]
Below is a structure of composition F2H3N2PS at a distorted geometry, with properties calculated with ωB97M-V with the def2-TZVPD basis set.

energy relative to the best compared isomer or geometry (same formula, charge and spin) = 52.0 kcal/mol
net charge = 0
calculated total energy = -28586.9137 eV
E_LUMO (spin up / spin down) = -0.82 / -1.48 eV

```
9
F2H3N2PS | OMol25 | ωB97M-V with the def2-TZVPD basis set
N 0.40978 0.47270 1.15190
N 1.33718 -0.39441 1.25749
F -0.46729 -0.99109 -2.88872
F -2.27265 -0.99517 -1.31476
P -0.68042 -0.83799 -1.33406
S -0.34715 1.15037 -0.99013
H -0.49382 0.00653 1.04820
H 0.32285 1.45433 1.59011
H 2.19152 0.13474 1.47999
```


[5]
Below is a structure of composition F2H6NO15P2S2Tl at a distorted geometry, with properties calculated with ωB97M-V with the def2-TZVPD basis set.

net charge = -4
calculated total energy = -82666.1928 eV
E_LUMO = 7.95 eV

```
29
F2H6NO15P2S2Tl | OMol25 | ωB97M-V with the def2-TZVPD basis set
Tl -0.50575 0.78807 0.77677
N 0.17385 -0.90346 -1.59483
S 1.45852 -1.04363 -2.51268
O 1.82393 0.03650 -3.42543
O 1.86469 -2.37232 -2.83253
F 2.48593 -0.60910 -1.33477
S -0.90649 -0.79035 -2.89674
O -0.83761 -1.68617 -4.01378
O -1.39364 0.54920 -3.17381
F -2.12088 -1.44150 -2.04267
P 0.41257 -1.95406 2.64222
O -0.19647 -0.68758 3.20723
O 1.64939 -2.75561 3.15145
O 0.92819 -1.66182 1.22660
O -0.41837 -3.14069 2.09017
P 1.62834 2.77085 2.89635
O 2.00896 4.23428 2.58513
O 2.39053 2.58145 4.24110
O 2.13397 1.69076 1.85019
O 0.18144 2.42184 3.21203
O -3.05341 1.04168 -0.67310
H -3.56973 1.71099 -1.13697
H -3.63540 0.27547 -0.61305
O 1.17393 2.13316 -1.29075
H 1.04612 2.84776 -1.92055
H 2.13015 2.03357 -1.21302
O -2.16134 -1.65412 0.86177
H -3.05208 -1.99249 0.72632
H -1.63937 -2.42269 1.20735
```


[6]
Below is a structure of composition F2H8NNaO8S2 at a distorted geometry, with properties calculated with ωB97M-V with the def2-TZVPD basis set.

energy relative to the best compared isomer or geometry (same formula, charge and spin) = 98.2 kcal/mol
net charge = 0
calculated total energy = -49518.5756 eV
E_LUMO = -2.62 eV

```
22
F2H8NNaO8S2 | OMol25 | ωB97M-V with the def2-TZVPD basis set
Na -1.19847 -0.56432 -1.41509
N 0.81024 2.35969 0.72965
S 1.29278 2.36929 2.18247
O 0.24913 2.15234 3.17175
O 2.52408 3.12433 2.37349
F 1.87613 0.88370 2.16089
S 0.37828 4.01199 0.89608
O 1.33609 4.95340 0.35446
O -0.51626 4.54263 1.93576
F -0.73457 3.96406 -0.21492
O 3.46364 0.41984 -2.18438
H 2.77439 0.83662 -1.66721
H 3.42375 0.85773 -3.03461
O -2.82567 -1.83895 2.74985
H -2.35003 -1.54267 3.52587
H -3.53672 -2.37846 3.09562
O -0.37834 -4.41052 0.00262
H -0.32514 -5.36462 -0.05312
H -1.07675 -4.24572 0.63612
O -1.75564 -3.19821 -4.73541
H -1.05588 -3.77289 -5.04578
H -2.37509 -3.15921 -5.46410
```


What is the calculated total energy in the fifth record?
-82666.1928 eV